No. 1
This record from the Open Molecules 2025 dataset describes C21H27ClN2O3 in the gas phase. The level of theory is ωB97M-V with the def2-TZVPD basis set.

Last column: natural (NBO) charge in e.
Positions of all 54 atoms, in Å:
C: -0.995 -3.068 -1.624  -0.619
C: -0.260 -2.050 -0.765  -0.066
O: -0.736 -0.762 -1.116  -0.526
C: -0.090 0.329 -0.616  0.330
C: 0.882 0.296 0.366  -0.296
C: 1.469 1.460 0.853  -0.044
C: 2.530 1.343 1.917  -0.244
N: 3.361 0.177 1.671  -0.629
C: 4.258 0.357 0.542  -0.218
C: 5.043 -0.924 0.254  -0.218
C: 4.090 -2.057 -0.114  -0.609
C: 6.054 -0.683 -0.864  -0.601
C: 1.044 2.672 0.335  -0.035
Cl: 1.705 4.167 0.906  0.000
C: 0.075 2.733 -0.658  -0.278
C: -0.490 1.572 -1.150  0.239
O: -1.391 1.529 -2.187  -0.504
C: -2.444 2.466 -2.194  -0.153
C: -3.524 2.173 -1.138  0.651
O: -4.303 3.032 -0.790  -0.606
N: -3.484 0.893 -0.706  -0.633
C: -4.275 0.266 0.261  0.234
C: -5.357 0.891 0.873  -0.271
C: -6.099 0.205 1.817  -0.188
C: -5.778 -1.098 2.161  -0.239
C: -4.699 -1.719 1.553  -0.186
C: -3.952 -1.043 0.609  -0.275
H: -0.632 -4.067 -1.399  0.217
H: -2.065 -3.030 -1.433  0.211
H: -0.826 -2.855 -2.676  0.218
H: -0.444 -2.241 0.301  0.174
H: 0.820 -2.111 -0.950  0.182
H: 1.223 -0.633 0.789  0.245
H: 3.114 2.276 1.957  0.190
H: 2.039 1.212 2.887  0.214
H: 3.907 -0.034 2.501  0.361
H: 3.644 0.611 -0.327  0.194
H: 4.963 1.192 0.707  0.168
H: 5.586 -1.207 1.164  0.187
H: 4.637 -2.984 -0.267  0.207
H: 3.559 -1.813 -1.032  0.197
H: 3.364 -2.204 0.681  0.219
H: 5.543 -0.386 -1.777  0.203
H: 6.620 -1.589 -1.066  0.210
H: 6.753 0.104 -0.591  0.208
H: -0.216 3.695 -1.048  0.235
H: -2.105 3.498 -2.063  0.200
H: -2.904 2.383 -3.184  0.220
H: -2.756 0.310 -1.112  0.426
H: -5.607 1.905 0.607  0.255
H: -6.938 0.695 2.288  0.214
H: -6.363 -1.626 2.898  0.212
H: -4.440 -2.735 1.815  0.210
H: -3.108 -1.523 0.134  0.205

Calculated values
SMILES	CCOc1cc(CNCC(C)C)c(Cl)cc1OCC(=O)Nc1ccccc1
LUMO energy	0.650	eV
total energy	-43860.76614	eV
frontier orbital gap	9.031	eV
ΔE to the lowest compared entry with this formula, charge and spin	0.00	kJ/mol

No. 2
This record from the Open Molecules 2025 dataset describes a molecular structure, C21H27CsN4O4S. The level of theory is ωB97M-V with the def2-TZVPD basis set.

Last column: natural (NBO) charge in e.
Positions of all 58 atoms, in Å:
Cs: 0.553 0.339 0.646  0.928
C: 0.473 -2.738 3.092  -0.077
C: 0.917 -1.916 4.290  -0.089
O: 0.966 -0.564 3.899  -0.549
C: 1.703 0.262 4.768  -0.089
C: 1.919 1.606 4.087  -0.075
O: 2.371 1.516 2.756  -0.541
C: 3.730 1.197 2.528  -0.087
C: 3.982 -0.289 2.374  -0.089
O: 3.296 -0.742 1.227  -0.545
C: 3.384 -2.131 0.983  -0.079
C: 2.578 -2.953 1.974  -0.096
O: 1.245 -2.488 1.935  -0.546
H: -0.547 -2.456 2.826  0.197
H: 0.483 -3.802 3.358  0.177
H: 1.905 -2.236 4.647  0.164
H: 0.209 -2.072 5.114  0.182
H: 2.666 -0.209 5.008  0.160
H: 1.176 0.427 5.717  0.179
H: 2.612 2.199 4.698  0.175
H: 0.970 2.142 4.037  0.198
H: 4.356 1.597 3.336  0.173
H: 4.000 1.700 1.597  0.221
H: 3.637 -0.822 3.266  0.160
H: 5.060 -0.471 2.267  0.177
H: 4.431 -2.458 1.000  0.177
H: 2.991 -2.284 -0.022  0.206
H: 3.000 -2.850 2.978  0.165
H: 2.635 -4.013 1.701  0.182
N: 0.706 4.411 -2.250  -0.814
C: 0.549 3.056 -2.069  0.281
S: 1.966 2.140 -1.760  -0.527
N: -0.702 2.659 -2.206  -0.490
N: -0.945 1.376 -1.852  -0.237
C: -1.958 0.809 -2.402  0.183
C: -2.785 1.424 -3.482  -0.104
C: -4.169 1.479 -3.352  -0.206
C: -4.953 2.037 -4.353  -0.218
C: -4.357 2.535 -5.502  -0.216
C: -2.976 2.478 -5.642  -0.234
C: -2.194 1.931 -4.637  -0.124
C: -2.290 -0.574 -1.987  0.172
C: -2.887 -1.452 -2.901  -0.240
C: -3.161 -2.749 -2.521  -0.164
C: -2.843 -3.155 -1.232  -0.278
C: -2.258 -2.224 -0.394  0.036
N: -1.985 -0.968 -0.743  -0.456
H: 1.633 4.715 -2.486  0.392
H: -0.067 4.886 -2.689  0.384
H: -4.638 1.086 -2.457  0.212
H: -6.028 2.081 -4.234  0.209
H: -4.965 2.968 -6.286  0.209
H: -2.507 2.867 -6.536  0.210
H: -1.117 1.899 -4.731  0.221
H: -3.118 -1.108 -3.899  0.233
H: -3.612 -3.440 -3.222  0.216
H: -3.043 -4.160 -0.885  0.217
H: -1.998 -2.499 0.624  0.177

Calculated values
LUMO energy	-0.133	eV
total energy	-47747.58802	eV
frontier orbital gap	6.246	eV
ΔE to the lowest compared entry with this formula, charge and spin	0.00	kJ/mol

No. 3
This record from the Open Molecules 2025 dataset describes 3 unconnected molecules or ions with the total composition C21H27F11S2Si at a distorted geometry. The level of theory is ωB97M-V with the def2-TZVPD basis set.

Last column: natural (NBO) charge in e.
Positions of all 62 atoms, in Å:
C: 3.278 1.007 0.763  -0.660
C: 3.668 1.707 -0.668  -0.529
S: 2.251 2.808 -1.304  0.158
C: 2.376 4.361 -0.199  -1.010
Si: 0.960 5.619 -0.558  1.142
C: -0.366 5.771 0.832  -0.874
C: -0.636 4.398 1.684  -0.400
C: -0.974 3.073 0.719  -0.461
C: -1.931 2.102 1.591  -0.490
C: -2.346 0.663 1.000  0.659
F: -3.841 0.483 1.140  -0.342
F: -1.797 -0.356 1.979  -0.347
C: -1.795 0.199 -0.447  0.468
F: -0.301 0.325 -0.633  -0.297
F: -2.001 -1.303 -0.478  -0.310
S: -2.657 0.841 -1.963  2.207
F: -3.383 2.174 -1.193  -0.432
F: -4.029 -0.199 -1.710  -0.434
F: -1.945 -0.481 -2.854  -0.436
F: -1.243 1.766 -2.392  -0.427
F: -3.423 1.347 -3.422  -0.401
H: 3.845 -0.030 0.903  0.243
H: 3.549 1.685 1.690  0.209
H: 2.111 0.788 0.808  0.216
H: 3.977 0.917 -1.487  0.244
H: 4.559 2.467 -0.444  0.218
H: 3.390 4.886 -0.543  0.251
H: 2.520 4.100 0.934  0.249
H: 1.506 6.943 -0.824  -0.168
H: 0.228 5.211 -1.783  -0.170
H: 0.066 6.564 1.614  0.241
H: -1.400 6.233 0.475  0.251
H: 0.192 4.136 2.478  0.215
H: -1.637 4.575 2.307  0.201
H: -1.418 3.515 -0.266  0.236
H: 0.079 2.541 0.581  0.247
H: -1.410 1.959 2.657  0.269
H: -2.935 2.700 1.836  0.257
F: 4.306 -1.546 2.108  -0.323
C: 4.983 -2.634 1.718  0.395
C: 6.332 -2.752 2.038  -0.286
C: 7.036 -3.887 1.637  -0.192
C: 6.386 -4.888 0.910  -0.228
C: 5.034 -4.758 0.590  -0.191
C: 4.327 -3.628 1.001  -0.286
H: 6.822 -1.960 2.596  0.228
H: 8.088 -3.992 1.889  0.220
H: 6.937 -5.771 0.594  0.217
H: 4.531 -5.536 0.021  0.221
H: 3.274 -3.515 0.768  0.232
F: -5.679 -6.774 -0.722  -0.323
C: -5.555 -5.506 -1.137  0.397
C: -5.525 -5.232 -2.500  -0.289
C: -5.401 -3.911 -2.932  -0.193
C: -5.297 -2.880 -1.995  -0.229
C: -5.323 -3.166 -0.629  -0.192
C: -5.458 -4.486 -0.197  -0.288
H: -5.598 -6.047 -3.212  0.226
H: -5.384 -3.686 -3.995  0.217
H: -5.196 -1.851 -2.332  0.222
H: -5.238 -2.363 0.098  0.222
H: -5.490 -4.725 0.860  0.227

Calculated values
SMILES	CCSC[SiH2]CCCCC(F)(F)C(F)(F)S(F)(F)(F)(F)F.Fc1ccccc1.Fc1ccccc1
LUMO energy	-2.487	eV
total energy	-81646.82294	eV
frontier orbital gap	6.175	eV

No. 4
This record from the Open Molecules 2025 dataset describes 2 unconnected molecules or ions with the total composition C21H27F3N5 at a distorted geometry. The level of theory is ωB97M-V with the def2-TZVPD basis set.

Last column: natural (NBO) charge in e.
Positions of all 56 atoms, in Å:
C: -2.288 1.542 -2.893  -0.422
N: -0.855 1.848 -2.884  -0.294
C: -0.457 2.892 -3.827  -0.423
C: 0.018 1.061 -2.289  0.316
C: 1.449 1.304 -2.431  -0.174
C: 2.054 2.564 -2.216  -0.160
C: 3.397 2.765 -2.534  -0.177
C: 4.140 1.721 -3.095  -0.105
C: 5.576 1.936 -3.495  0.972
F: 6.289 0.769 -3.457  -0.317
F: 5.690 2.424 -4.773  -0.317
F: 6.221 2.823 -2.682  -0.314
C: 3.564 0.475 -3.319  -0.181
C: 2.240 0.251 -2.945  -0.097
H: -2.775 2.418 -3.320  0.223
H: -2.513 0.661 -3.517  0.229
H: -2.678 1.376 -1.884  0.248
H: -1.387 3.193 -4.324  0.228
H: -0.036 3.758 -3.302  0.230
H: 0.273 2.518 -4.564  0.238
H: -0.330 0.056 -2.050  0.277
H: 1.462 3.411 -1.860  0.224
H: 3.862 3.737 -2.375  0.252
H: 4.140 -0.316 -3.798  0.253
H: 1.774 -0.708 -3.155  0.224
C: -2.324 -4.101 0.040  -0.399
N: -2.116 -3.265 1.200  -0.411
C: -2.107 -4.019 2.426  -0.210
C: -2.185 -3.157 3.664  -0.204
N: -1.495 -1.914 3.515  -0.420
C: -1.130 -1.328 4.765  -0.204
C: -0.889 0.161 4.661  -0.211
N: -0.296 0.556 3.411  -0.409
C: 0.174 1.922 3.411  -0.400
C: -0.579 -0.088 2.243  0.115
C: -0.284 0.462 0.970  -0.070
N: -0.630 -0.190 -0.141  -0.506
C: -1.253 -1.378 -0.122  -0.085
C: -1.552 -2.023 1.108  0.118
C: -1.218 -1.352 2.311  0.194
H: -2.799 -3.534 -0.766  0.202
H: -1.390 -4.547 -0.339  0.189
H: -2.988 -4.910 0.364  0.212
H: -2.976 -4.690 2.397  0.212
H: -1.183 -4.623 2.503  0.183
H: -3.239 -2.962 3.938  0.191
H: -1.725 -3.689 4.509  0.208
H: -1.953 -1.520 5.467  0.208
H: -0.237 -1.843 5.161  0.191
H: -1.867 0.661 4.803  0.181
H: -0.202 0.475 5.457  0.213
H: 0.994 2.040 2.694  0.203
H: -0.622 2.643 3.155  0.186
H: 0.532 2.131 4.425  0.213
H: 0.224 1.420 0.843  0.189
H: -1.519 -1.818 -1.085  0.186

Calculated values
LUMO energy	-3.993	eV
total energy	-37811.24647	eV
total charge	+1
frontier orbital gap	5.389	eV